This record from OMol25 describes a molecular structure, C24H35N8OPdS. The level of theory is ωB97M-V/def2-TZVPD.

Last column: Mulliken charge in e.
Cartesian coordinates (Å):
H 0.621 -3.421 2.994  0.495
H 1.000 -0.894 -3.973  0.414
H 4.274 -1.941 -1.404  0.453
C -0.464 4.279 -3.912  -0.743
H 1.198 -1.722 4.732  0.512
H 1.430 1.931 1.440  0.307
C -1.714 4.769 -4.202  -0.614
H 3.103 -2.459 -3.527  0.524
H 0.837 -2.478 -3.306  0.329
C 3.191 -1.825 -1.472  -1.564
C -2.161 -1.220 4.549  -0.663
N 3.472 -0.424 -3.520  -0.205
N -0.525 3.828 -0.418  0.681
Pd -0.438 -1.878 1.067  0.988
H -3.513 -2.246 3.236  0.493
H 0.486 -2.765 -1.027  0.443
C 2.750 -1.626 -2.918  0.060
H -0.987 -2.249 -1.435  0.266
H -3.484 2.241 0.308  0.499
H -2.239 -5.772 3.402  0.449
C 1.476 0.000 -1.075  1.412
H 4.482 -0.486 -3.358  0.406
H 3.482 -0.014 -0.333  0.433
H 1.791 0.824 -1.720  0.133
H 2.853 -2.238 0.936  0.249
C -2.685 4.963 -3.193  -0.638
N -0.110 -1.936 -1.018  -0.404
N -1.464 2.219 1.045  0.334
H 2.789 -2.804 -1.188  0.464
H 0.952 0.497 -0.270  -1.816
C -1.168 4.185 -1.578  1.538
C -2.441 4.683 -1.870  -0.871
C 0.509 -0.872 -1.867  0.035
C -1.461 -2.872 2.964  0.022
H 3.150 0.471 -3.135  0.239
H -0.323 -0.264 -2.225  0.818
N 0.927 3.491 -1.955  -0.676
H -3.157 -0.476 0.455  0.573
C -0.607 1.232 1.393  0.413
H -0.597 -0.367 5.748  0.498
C -2.487 -2.116 3.555  -0.465
H 0.536 2.121 2.937  0.547
H -1.940 4.262 1.033  0.358
N -1.184 0.051 1.157  0.761
C -1.069 3.625 0.898  -1.380
C -1.470 -5.670 2.635  -1.037
H -2.939 -0.641 5.028  0.486
H 3.334 -0.386 -4.535  0.417
N 0.722 3.410 -0.700  -0.319
C -0.831 -1.066 4.956  -0.528
C 1.231 -1.484 -3.084  -1.510
C -0.133 -2.744 3.384  0.617
H 1.040 0.507 2.468  -0.032
C 0.688 1.459 2.083  -1.308
C -2.642 1.652 0.628  -0.381
H -1.969 5.037 -5.217  0.417
N 2.346 -1.366 0.815  -0.381
H -0.473 -5.654 3.068  0.349
C -0.202 3.978 -2.568  0.329
S -1.825 -4.152 1.766  0.492
H -3.646 5.371 -3.474  0.410
H 2.673 -0.783 1.577  0.304
C -2.465 0.312 0.702  -1.328
C 2.687 -0.748 -0.491  -0.133
O -0.594 -3.939 0.826  -0.580
H -1.575 -6.481 1.914  0.424
H -3.184 4.880 -1.110  0.416
H -0.336 3.855 1.667  0.369
C 0.178 -1.815 4.383  -1.067
H 0.293 4.161 -4.673  0.466

Calculated values
Electronic energy ... -53714.1500 eV
E_LUMO ... -9.78 eV
HOMO ... -15.6 eV
M ... 590.09 g/mol
Relative energy (zero: lowest compared OMol25 entry of this formula, charge and spin) ... 2.2477 eV
Kohn-Sham gap ... 5.80 eV
Net charge ... +3


This record from OMol25 describes a molecular structure, C24H35N8OS2V. The level of theory is ωB97M-V/def2-TZVPD.

Last column: Mulliken spin population.
Cartesian coordinates (Å):
H 1.756 -3.573 2.764  0.000
H -2.701 2.285 -6.256  0.000
C -0.350 -1.824 2.168  -0.027
S -1.536 3.060 1.657  -0.001
C 3.548 -0.953 4.973  0.001
C 2.238 -2.839 3.397  -0.005
H -3.215 4.606 1.253  0.000
C 1.928 -1.471 3.268  0.004
H 0.057 6.235 0.773  0.000
H -0.956 4.296 -0.289  0.000
N -2.608 -0.015 -1.603  0.012
H 0.044 -0.867 -3.190  0.001
H 0.184 -0.145 -6.015  0.000
H 4.613 -2.629 5.786  0.000
C 0.916 -1.073 2.318  0.017
C -2.255 -0.912 -4.984  0.000
H -1.471 5.984 1.557  0.000
H -0.234 -2.999 3.945  0.000
H -2.391 -4.160 3.487  0.000
N 2.177 0.670 1.471  -0.020
C -0.532 4.220 0.709  0.002
C -2.252 -2.064 0.849  0.013
C 3.217 -3.245 4.279  0.001
H -0.265 1.472 -6.537  0.000
H -0.278 4.875 3.522  0.000
C 2.407 1.209 0.320  0.024
C -0.806 -2.768 3.059  -0.007
C 3.861 -2.305 5.078  -0.006
C 0.248 5.496 2.794  0.000
H -0.210 1.121 -4.825  0.000
O -1.364 1.664 0.876  -0.005
H -3.916 1.204 -5.580  0.000
N 3.502 1.927 0.077  0.001
H 0.453 3.747 0.666  -0.002
H -2.813 -1.735 -0.014  -0.005
N -1.084 -1.459 1.084  0.009
C -2.022 -3.407 2.804  0.002
H -3.807 3.015 -2.163  0.000
C -2.863 1.482 -5.539  0.000
N 1.006 -0.054 1.483  -0.056
H -3.142 4.452 -1.409  0.000
N -1.268 -0.226 -1.604  -0.041
H 4.235 1.957 0.772  0.001
C -3.839 2.927 -0.018  0.000
N -2.051 -0.624 -3.545  0.003
H 4.047 -0.233 5.607  0.000
C -3.246 3.512 1.260  -0.001
H 2.375 0.522 3.970  0.000
N -3.075 -0.250 -2.760  0.003
H -2.653 1.891 -4.545  0.000
C -0.470 5.561 1.451  0.000
C -2.746 -3.059 1.682  -0.003
H -2.170 -0.043 -6.872  0.000
H -3.693 -3.526 1.450  0.000
H -3.859 1.839 0.056  -0.001
H -3.295 -1.220 -5.067  0.000
H 3.709 2.279 -0.842  0.000
C -0.476 0.698 -5.801  0.000
C -1.948 0.305 -5.859  0.000
H 3.481 -4.291 4.350  0.000
C 2.610 -0.528 4.056  -0.004
H -3.809 3.202 2.141  0.000
C -0.938 -0.607 -2.830  0.031
S 1.238 1.011 -1.010  -0.114
H -4.883 3.246 0.002  0.000
V -0.465 0.305 0.223  1.172
H -2.198 2.952 -1.463  0.001
C -3.200 3.365 -1.328  0.000
H -1.612 -1.758 -5.224  0.000
H 1.260 5.106 2.678  0.000
H 0.326 6.492 3.225  0.000

Calculated values
Electronic energy ... -86757.7639 eV
E_LUMO (alpha / beta) ... -10.94 / -10.44 eV
2S+1 ... 2
HOMO (alpha / beta) ... -16.8 / -16.8 eV
M ... 566.68 g/mol
<S²> ... 0.7761
Relative energy (zero: lowest compared OMol25 entry of this formula, charge and spin) ... 0.0000 eV
Kohn-Sham gap (alpha / beta) ... 5.86 / 6.37 eV
Net charge ... +3


This record from OMol25 describes C24H35NO4 in the gas phase. The level of theory is ωB97M-V/def2-TZVPD.

Last column: Mulliken charge in e.
Cartesian coordinates (Å):
C -0.517 -0.052 4.682  -0.825
H 0.164 -3.897 4.361  0.375
H -3.010 2.928 0.448  0.518
H 0.108 -4.573 0.574  0.282
C -1.128 -0.807 3.498  -0.357
C -0.550 -0.913 5.942  -0.825
H -3.910 0.439 0.098  0.713
H -0.312 -5.235 -1.015  0.455
H -0.795 -2.651 2.438  0.028
C 3.045 0.364 -2.345  -1.212
C -1.175 0.086 2.235  0.430
H 0.156 -2.836 6.618  0.373
H -1.603 -3.164 -1.545  0.295
C -3.150 0.809 0.792  -1.655
H 1.254 -2.002 5.515  0.318
H 3.623 2.132 -6.607  0.369
H 3.483 -0.544 -2.777  0.412
O 2.690 0.778 0.420  -0.728
H -2.866 -1.123 1.645  0.664
C -1.616 -1.046 -0.035  -0.883
O -1.290 -2.355 0.324  -0.322
H -1.427 -3.246 4.761  0.393
H -2.351 -1.065 -0.861  0.542
H 0.752 4.022 -4.076  0.374
C -0.361 -2.109 3.277  -0.224
H 3.769 0.797 -1.644  0.391
H 1.930 3.889 -6.240  0.375
O -3.745 1.816 -1.932  -0.566
C -0.394 -2.974 4.533  -0.959
H -1.479 1.080 2.593  0.712
H -1.441 2.127 0.497  0.245
C -2.468 2.025 0.150  -0.606
C 3.386 1.283 -4.660  -0.533
H -0.105 -0.364 6.775  0.408
H -1.887 1.107 -1.731  0.009
H -3.667 1.131 1.699  0.417
C 1.493 3.254 -4.243  -0.631
H -4.295 2.549 -1.632  0.376
C -2.229 -0.355 1.193  0.599
H 0.676 -1.875 3.025  0.328
H 0.518 0.209 4.457  0.255
C -0.847 -3.174 -0.745  -0.081
H 0.984 0.597 2.235  0.395
C 2.154 3.180 -5.457  -0.443
H -1.979 2.878 -1.772  0.320
C 2.728 1.351 -3.439  0.652
C 0.431 0.049 0.326  0.509
H -1.588 -1.133 6.204  0.361
H 1.268 2.412 -2.289  0.359
C 3.104 2.194 -5.662  -0.548
H -1.572 -4.961 0.200  0.321
H 0.093 -2.780 -1.155  0.117
O -0.506 -0.379 -0.590  -0.479
C 1.778 0.326 -0.248  -0.161
C 0.203 -2.220 5.718  -0.666
H 4.126 0.513 -4.825  0.357
N 1.886 0.024 -1.559  -0.107
C 0.172 0.252 1.616  -0.677
C -2.458 1.967 -1.381  -0.334
C 1.780 2.347 -3.239  -0.035
H -1.067 0.875 4.858  0.403
C -0.642 -4.581 -0.212  -1.345
H 1.054 -0.280 -2.043  0.323
H -2.164 -1.055 3.761  0.427

Calculated values
Electronic energy ... -35136.7096 eV
E_LUMO ... 0.72 eV
HOMO ... -8.9 eV
M ... 401.55 g/mol
Relative energy (zero: lowest compared OMol25 entry of this formula, charge and spin) ... 0.1069 eV
Structure (SMILES) ... CCO[C@@H]1OC(C(=O)NCc2ccccc2)=C[C@H](C2CCCCC2)[C@H]1CCCO
Kohn-Sham gap ... 9.64 eV
Net charge ... 0


> Among the records above, which one has the highest electronic energy?

C24H35NO4


> Look up the relative energy (zero: lowest compared OMol25 entry of this formula, charge and spin) of the first one.

2.2477 eV


> The lowest net charge belongs to which entry?

C24H35NO4